C33H57BiN3O4Si | wB97M-V/def2-TZVPD

Summary:
Gap between HOMO and LUMO (eV): 7.7279
Calculated total energy (eV): -61515.80897

Structure (ORCA input):
```
! RIJCOSX wB97M-V def2-TZVPD def2/J DEFGRID3
* xyz 1 1
O 1.2477 -1.9782 -0.0240
O 0.9340 -0.1578 -4.1270
C 2.6404 -2.3233 0.1148
C 2.9408 -3.3740 1.1757
H 3.1491 -1.3770 0.3713
H 2.9769 -2.6262 -0.8946
H 2.6813 -3.0269 2.1833
H 4.0165 -3.5831 1.1730
H 2.4159 -4.3178 0.9746
C 0.3649 -3.0878 -0.2182
C 0.3385 -3.5804 -1.6636
H -0.6399 -2.7458 0.1078
H 0.6478 -3.9147 0.4699
H 0.2768 -2.7485 -2.3733
H -0.5469 -4.2177 -1.7694
H 1.2263 -4.1792 -1.8923
C -0.1469 0.4102 -4.9085
C 1.8583 -0.9207 -4.9207
C -1.4439 -0.3443 -4.6949
H 0.0966 0.4107 -5.9878
H -0.2418 1.4491 -4.5631
H -1.3530 -1.3898 -5.0124
H -2.2482 0.0925 -5.2932
H -1.7595 -0.3129 -3.6456
C 1.2273 -2.0906 -5.6578
H 2.6251 -1.2733 -4.2224
H 2.3320 -0.2384 -5.6440
H 0.6350 -2.7287 -4.9886
H 2.0019 -2.7155 -6.1127
H 0.5883 -1.7421 -6.4786
H 1.4644 0.6385 -1.9963
N -0.8785 -0.7713 3.2715
C -1.5529 -0.1170 4.2498
C -2.0773 1.1540 4.0695
C -2.3575 1.8057 2.8902
C -1.7568 -0.7673 5.5796
H -0.8125 -1.0766 6.0439
H -2.4416 -1.6237 5.5080
H -2.2311 -0.0403 6.2575
C -3.4391 2.8375 2.9357
H -4.2338 2.6503 2.1973
H -3.0506 3.8641 2.8345
H -3.8984 2.7608 3.9356
N -1.7070 1.5597 1.7424
C -0.5807 -2.1763 3.4289
C 0.6472 -2.5661 4.0094
C 1.6203 -1.5850 4.5932
C 0.9276 -3.9282 4.1697
H 1.8638 -4.2157 4.6513
C 0.0245 -4.8970 3.7380
H 0.2482 -5.9601 3.8849
C -1.2054 -4.5102 3.2252
H -1.9546 -5.2552 2.9384
C -1.5333 -3.1607 3.0778
C -2.9295 -2.8163 2.6598
C -2.0798 2.1907 0.5095
C -1.4643 3.3998 0.1618
C -0.5592 4.0805 1.1469
C -1.6784 3.9178 -1.1166
H -1.1702 4.8480 -1.3950
C -2.5056 3.2394 -2.0153
H -2.6884 3.6646 -2.9978
C -3.1371 2.0491 -1.6505
H -3.7732 1.5012 -2.3565
C -2.9379 1.5166 -0.3766
C -3.5373 0.1999 0.0068
Bi 0.2766 0.4388 1.6956
H 2.6486 -1.8208 4.2777
H 1.6055 -1.6641 5.6929
H 1.4457 -0.5348 4.3345
H -3.0167 -1.9114 2.0539
H -3.5841 -2.7081 3.5359
H -3.3435 -3.6426 2.0657
H 0.1019 4.7858 0.6228
H 0.0854 3.3848 1.7150
H -1.1334 4.6564 1.8914
H -3.9364 0.1893 1.0315
H -2.8140 -0.6272 -0.0999
H -4.3734 -0.0172 -0.6706
H -2.4717 1.6282 4.9711
C 1.3505 1.7250 -1.8203
Si 2.6069 2.7600 -2.8133
H 0.3205 1.9848 -2.0941
H 1.4508 1.9481 -0.7437
C 4.3014 1.9648 -3.0246
C 2.9024 4.4194 -1.9634
C 2.1097 3.2908 -4.5598
H 2.9952 3.7831 -4.9936
H 1.2931 4.0267 -4.5459
H 1.8330 2.4548 -5.2152
H 4.8230 1.8794 -2.0574
H 4.9100 2.6103 -3.6822
H 4.2466 0.9659 -3.4863
H 2.9773 4.3195 -0.8718
H 2.1026 5.1342 -2.2071
H 3.8535 4.8283 -2.3387
O 0.8021 2.3219 5.0142
N 0.6151 2.2993 3.8316
O 1.5508 1.3469 3.1639
*
```